*1*
ORCA calculation (ωB97M-V with the def2-TZVPD basis set) on a single C22H27N3O3 molecule.

Total charge: 0
LUMO energy, eV: 0.41
SMILES: COCCn1cc(C(=O)N2CCC[C@H](C)C2)c2c3ccccc3n(C)c2c1=O

Last columns: bonded neighbours and bond lengths (Å).
Positions of all 55 atoms, in Å:
1 O 3.33 -1.38 1.41  C13 1.229
2 O 4.74 2.00 -0.85  C11 1.407, C17 1.410
3 O -0.58 2.27 -1.94  C19 1.217
4 N 0.83 -2.62 0.29  C10 1.437, C18 1.371, C21 1.366
5 N -1.78 2.05 -0.04  C9 1.448, C19 1.350, C27 1.442
6 N 2.48 0.63 0.80  C13 1.390, C20 1.365, C24 1.450
7 C -0.82 -1.40 -0.68  C12 1.394, C16 1.425, C21 1.418
8 C -4.18 2.10 -0.50  C9 1.527, C26 1.527, H29 1.091, H55 1.091
9 C -2.87 2.88 -0.53  N5 1.448, C8 1.527, H35 1.097, H38 1.091
10 C 1.60 -3.73 0.78  N4 1.437, H36 1.093, H46 1.092, H49 1.088
11 C 4.86 1.14 0.26  O2 1.407, C24 1.539, H40 1.097, H54 1.094
12 C -2.02 -1.23 -1.38  C7 1.394, C23 1.376, H45 1.079
13 C 2.41 -0.75 0.90  O1 1.229, N6 1.390, C18 1.437
14 C -1.15 -3.82 -0.63  C21 1.392, C22 1.378, H47 1.079
15 C -3.26 0.72 1.39  C25 1.524, C26 1.530, C27 1.534, H50 1.095
16 C 0.19 -0.51 -0.22  C7 1.425, C18 1.398, C28 1.419
17 C 4.06 1.47 -1.96  O2 1.410, H34 1.094, H44 1.089, H53 1.096
18 C 1.19 -1.29 0.36  N4 1.371, C13 1.437, C16 1.398
19 C -0.71 1.80 -0.83  O3 1.217, N5 1.350, C28 1.500
20 C 1.49 1.42 0.27  N6 1.365, C28 1.357, H51 1.079
21 C -0.38 -2.70 -0.33  N4 1.366, C7 1.418, C14 1.392
22 C -2.34 -3.62 -1.29  C14 1.378, C23 1.398, H32 1.080
23 C -2.77 -2.35 -1.67  C12 1.376, C22 1.398, H48 1.080
24 C 3.70 1.25 1.27  N6 1.450, C11 1.539, H37 1.094, H42 1.090
25 C -3.47 0.22 2.81  C15 1.524, H30 1.088, H31 1.088, H43 1.087
26 C -4.44 1.57 0.91  C8 1.527, C15 1.530, H39 1.091, H41 1.093
27 C -1.98 1.56 1.30  N5 1.442, C15 1.534, H33 1.099, H52 1.090
28 C 0.33 0.91 -0.23  C16 1.419, C19 1.500, C20 1.357
29 H -4.99 2.75 -0.82  C8 1.091
30 H -2.63 -0.40 3.12  C25 1.088
31 H -3.56 1.05 3.50  C25 1.088
32 H -2.96 -4.48 -1.54  C22 1.080
33 H -2.06 2.42 1.98  C27 1.099
34 H 2.98 1.39 -1.79  C17 1.094
35 H -2.95 3.77 0.10  C9 1.097
36 H 1.04 -4.27 1.55  C10 1.093
37 H 4.00 0.72 2.18  C24 1.094
38 H -2.61 3.18 -1.55  C9 1.091
39 H -5.36 0.98 0.92  C26 1.091
40 H 4.96 0.09 -0.06  C11 1.097
41 H -4.58 2.41 1.60  C26 1.093
42 H 3.51 2.30 1.49  C24 1.090
43 H -4.37 -0.38 2.87  C25 1.087
44 H 4.23 2.17 -2.78  C17 1.089
45 H -2.32 -0.25 -1.69  C12 1.079
46 H 1.82 -4.42 -0.04  C10 1.092
47 H -0.82 -4.81 -0.36  C14 1.079
48 H -3.70 -2.24 -2.20  C23 1.080
49 H 2.52 -3.36 1.20  C10 1.088
50 H -3.15 -0.14 0.72  C15 1.095
51 H 1.68 2.48 0.27  C20 1.079
52 H -1.12 0.96 1.60  C27 1.090
53 H 4.45 0.49 -2.24  C17 1.096
54 H 5.77 1.44 0.77  C11 1.094
55 H -4.13 1.26 -1.20  C8 1.091

=====

*2*
ORCA calculation (ωB97M-V with the def2-TZVPD basis set) on a single C22H27N3O3 molecule.

Total charge: 0
LUMO energy, eV: 0.67
SMILES: CCCOc1cccc(C(=O)Nc2ccccc2C(=O)N2CCN(C)CC2)c1

Last columns: bonded neighbours and bond lengths (Å).
Positions of all 55 atoms, in Å:
1 O -0.83 2.99 -0.73  C12 1.359, C25 1.413
2 O 0.45 -0.25 3.17  C16 1.217
3 O 3.66 -0.81 -1.20  C13 1.215
4 N -1.11 -1.41 -0.34  C10 1.454, C17 1.446, C24 1.455
5 N 1.96 -1.01 0.32  C13 1.364, C22 1.394, H50 1.013
6 N -0.67 -1.91 2.12  C7 1.440, C9 1.446, C16 1.357
7 C -0.70 -3.13 1.36  N6 1.440, C24 1.542, H31 1.090, H52 1.095
8 C -2.48 4.63 -0.27  C25 1.525, C27 1.522, H42 1.091, H46 1.091
9 C -1.86 -1.10 1.96  N6 1.446, C10 1.541, H36 1.095, H55 1.092
10 C -2.26 -1.07 0.48  N4 1.454, C9 1.541, H47 1.091, H51 1.104
11 C 0.21 2.42 -2.86  C12 1.392, C14 1.386, H53 1.079
12 C 0.05 2.28 -1.49  O1 1.359, C11 1.392, C20 1.396
13 C 2.57 -0.48 -0.78  O3 1.215, N5 1.364, C18 1.495
14 C 1.15 1.64 -3.53  C11 1.386, C15 1.379, H40 1.080
15 C 1.90 0.71 -2.84  C14 1.379, C18 1.394, H54 1.079
16 C 0.46 -1.34 2.62  O2 1.217, N6 1.357, C26 1.499
17 C -1.31 -1.11 -1.74  N4 1.446, H29 1.089, H35 1.101, H44 1.088
18 C 1.73 0.55 -1.47  C13 1.495, C15 1.394, C20 1.386
19 C 4.15 -3.41 2.09  C23 1.383, C28 1.385, H32 1.080
20 C 0.82 1.35 -0.80  C12 1.396, C18 1.386, H37 1.079
21 C 2.19 -2.98 3.41  C26 1.385, C28 1.385, H48 1.080
22 C 2.48 -1.89 1.27  N5 1.394, C23 1.392, C26 1.403
23 C 3.70 -2.55 1.11  C19 1.383, C22 1.392, H43 1.077
24 C -0.75 -2.81 -0.15  N4 1.455, C7 1.542, H30 1.105, H45 1.093
25 C -1.62 3.99 -1.35  O1 1.413, C8 1.525, H33 1.100, H49 1.099
26 C 1.72 -2.12 2.43  C16 1.499, C21 1.385, C22 1.403
27 C -3.36 5.73 -0.84  C8 1.522, H38 1.087, H39 1.088, H41 1.088
28 C 3.40 -3.64 3.24  C19 1.385, C21 1.385, H34 1.079
29 H -0.40 -1.34 -2.29  C17 1.089
30 H -1.47 -3.48 -0.65  C24 1.105
31 H 0.17 -3.74 1.60  C7 1.090
32 H 5.09 -3.92 1.96  C19 1.080
33 H -2.26 3.55 -2.12  C25 1.100
34 H 3.76 -4.31 4.00  C28 1.079
35 H -2.14 -1.68 -2.18  C17 1.101
36 H -2.67 -1.52 2.57  C9 1.095
37 H 0.68 1.30 0.27  C20 1.079
38 H -3.97 6.18 -0.05  C27 1.087
39 H -2.76 6.52 -1.29  C27 1.088
40 H 1.27 1.76 -4.59  C14 1.080
41 H -4.03 5.33 -1.60  C27 1.088
42 H -1.82 5.04 0.50  C8 1.091
43 H 4.28 -2.37 0.23  C23 1.077
44 H -1.51 -0.05 -1.85  C17 1.088
45 H 0.23 -2.97 -0.61  C24 1.093
46 H -3.09 3.86 0.20  C8 1.091
47 H -2.58 -0.06 0.21  C10 1.091
48 H 1.61 -3.13 4.30  C21 1.080
49 H -0.97 4.75 -1.82  C25 1.099
50 H 1.02 -0.68 0.50  N5 1.013
51 H -3.10 -1.75 0.29  C10 1.104
52 H -1.60 -3.68 1.66  C7 1.095
53 H -0.36 3.14 -3.42  C11 1.079
54 H 2.63 0.09 -3.35  C15 1.079
55 H -1.62 -0.11 2.34  C9 1.092

=====

The least stable of them is *2*.

=====

*1*
ORCA calculation (ωB97M-V with the def2-TZVPD basis set) on 10 unconnected molecules or ions with the total composition C16H52O10.

Total charge: 0
LUMO energy, eV: 0.19
SMILES: CCO.CCO.CCO.CCO.CCO.CCO.CCO.CCO.O.O

Last columns: bonded neighbours and bond lengths (Å).
Positions of all 78 atoms, in Å:
1 O -4.00 2.63 2.84  C14 1.400, H70 0.960
2 O -3.68 3.67 -1.42  C25 1.421, H37 0.960
3 O 0.34 0.03 0.52  H32 0.957, H75 0.957
4 O 4.36 1.27 0.24  C23 1.396, H56 0.960
5 O 1.53 -0.03 2.98  H54 0.957, H72 0.957
6 O 1.51 1.81 -3.32  C24 1.472, H43 0.960
7 O -1.05 -2.08 1.59  C18 1.408, H46 0.960
8 O 1.93 2.29 -0.73  C17 1.389, H33 0.960
9 O -3.46 -2.63 0.26  C20 1.449, H62 0.960
10 O 2.04 -5.64 -0.54  C22 1.476, H69 0.960
11 C 0.82 -3.65 -1.11  C22 1.548, H31 1.090, H34 1.090, H42 1.090
12 C -2.26 1.76 -1.72  C25 1.513, H39 1.090, H53 1.090, H77 1.090
13 C -2.49 -1.76 -1.65  C20 1.527, H48 1.090, H51 1.090, H57 1.090
14 C -2.96 1.74 2.55  O1 1.400, C19 1.495, H41 1.090, H49 1.090
15 C 2.57 -0.35 -2.76  C24 1.584, H30 1.090, H47 1.090, H61 1.090
16 C 1.30 4.06 0.61  C17 1.475, H45 1.090, H66 1.090, H78 1.090
17 C 1.05 3.36 -0.66  O8 1.389, C16 1.475, H40 1.090, H73 1.090
18 C -1.33 -1.92 2.96  O7 1.408, C26 1.492, H60 1.090, H74 1.090
19 C -1.78 2.63 2.37  C14 1.495, H35 1.090, H64 1.090, H67 1.090
20 C -3.67 -1.58 -0.71  O9 1.449, C13 1.527, H28 1.090, H58 1.090
21 C 5.10 -0.99 -0.06  C23 1.523, H44 1.090, H55 1.090, H65 1.090
22 C 1.53 -4.38 0.05  O10 1.476, C11 1.548, H36 1.090, H71 1.090
23 C 4.06 -0.06 0.54  O4 1.396, C21 1.523, H52 1.090, H59 1.090
24 C 1.85 0.49 -3.89  O6 1.472, C15 1.584, H38 1.090, H50 1.090
25 C -2.53 3.20 -2.11  O2 1.421, C12 1.513, H27 1.090, H76 1.090
26 C -2.00 -3.18 3.38  C18 1.492, H29 1.090, H63 1.090, H68 1.090
27 H -1.72 3.90 -1.93  C25 1.090
28 H -3.65 -0.58 -0.28  C20 1.090
29 H -1.43 -4.06 3.07  C26 1.090
30 H 2.91 -1.31 -3.13  C15 1.090
31 H 1.59 -3.36 -1.83  C11 1.090
32 H 0.86 -0.03 1.32  O3 0.957
33 H 1.69 1.94 -1.59  O8 0.960
34 H 0.46 -2.69 -0.72  C11 1.090
35 H -1.96 3.35 1.57  C19 1.090
36 H 2.35 -3.86 0.54  C22 1.090
37 H -4.43 3.22 -1.83  O2 0.960
38 H 2.52 0.71 -4.72  C24 1.090
39 H -1.94 1.65 -0.69  C12 1.090
40 H 1.19 4.05 -1.49  C17 1.090
41 H -3.23 1.26 1.61  C14 1.090
42 H 0.00 -4.15 -1.64  C11 1.090
43 H 1.08 2.32 -4.01  O6 0.960
44 H 4.86 -2.03 0.15  C21 1.090
45 H 1.32 3.36 1.44  C16 1.090
46 H -0.62 -1.29 1.27  O7 0.960
47 H 3.46 0.13 -2.35  C15 1.090
48 H -1.56 -1.42 -1.18  C13 1.090
49 H -2.89 1.03 3.38  C14 1.090
50 H 0.96 -0.02 -4.27  C24 1.090
51 H -2.57 -1.10 -2.52  C13 1.090
52 H 3.09 -0.30 0.10  C23 1.090
53 H -1.47 1.39 -2.37  C12 1.090
54 H 1.39 -0.59 3.74  O5 0.957
55 H 5.00 -0.89 -1.14  C21 1.090
56 H 3.64 1.78 -0.12  O4 0.960
57 H -2.23 -2.78 -1.92  C13 1.090
58 H -4.58 -1.75 -1.29  C20 1.090
59 H 4.07 -0.20 1.62  C23 1.090
60 H -0.42 -1.68 3.52  C18 1.090
61 H 1.88 -0.55 -1.94  C15 1.090
62 H -2.61 -2.52 0.68  O9 0.960
63 H -2.92 -3.37 2.82  C26 1.090
64 H -0.95 2.11 1.88  C19 1.090
65 H 6.11 -0.88 0.31  C21 1.090
66 H 0.54 4.83 0.74  C16 1.090
67 H -1.40 3.18 3.23  C19 1.090
68 H -2.21 -3.08 4.44  C26 1.090
69 H 2.36 -6.24 0.14  O10 0.960
70 H -4.75 2.09 3.07  O1 0.960
71 H 0.84 -4.70 0.82  C22 1.090
72 H 1.55 0.86 3.33  O5 0.957
73 H 0.01 3.07 -0.79  C17 1.090
74 H -2.05 -1.12 3.13  C18 1.090
75 H 0.77 0.72 0.01  O3 0.957
76 H -2.83 3.26 -3.16  C25 1.090
77 H -3.13 1.11 -1.84  C12 1.090
78 H 2.31 4.48 0.62  C16 1.090

=====

*2*
ORCA calculation (ωB97M-V with the def2-TZVPD basis set) on 10 unconnected molecules or ions with the total composition C16H52O10.

Total charge: 0
LUMO energy, eV: 0.29
SMILES: CCO.CCO.CCO.CCO.CCO.CCO.CO.CO.CO.CO

Last columns: bonded neighbours and bond lengths (Å).
Positions of all 78 atoms, in Å:
1 O 8.10 -2.91 -2.59  C13 1.435, H50 0.960
2 O -3.29 2.32 -5.66  C15 1.401, H77 0.960
3 O -5.78 1.52 -0.92  C26 1.399, H48 0.960
4 O 5.21 3.77 -3.72  C25 1.430, H65 0.960
5 O 1.77 4.45 0.74  C14 1.450, H76 0.960
6 O 0.50 -0.54 1.79  C11 1.391, H49 0.960
7 O 7.29 -3.04 2.15  C18 1.413, H64 0.960
8 O -1.17 -8.23 8.38  C22 1.405, H66 0.960
9 O -1.38 -6.19 -4.76  C12 1.410, H31 0.960
10 O -0.46 0.32 7.68  C16 1.445, H72 0.960
11 C -0.51 -1.29 1.20  O6 1.391, C24 1.484, H45 1.090, H68 1.090
12 C -2.38 -5.27 -5.12  O9 1.410, H33 1.090, H51 1.090, H63 1.090
13 C 6.88 -2.48 -3.20  O1 1.435, H28 1.090, H67 1.090, H74 1.090
14 C 0.88 5.56 1.01  O5 1.450, C21 1.487, H39 1.090, H73 1.090
15 C -3.84 3.52 -6.13  O2 1.401, C17 1.530, H42 1.090, H57 1.090
16 C -1.45 0.10 8.71  O10 1.445, H54 1.090, H56 1.090, H78 1.090
17 C -4.71 3.19 -7.35  C15 1.530, H29 1.090, H38 1.090, H44 1.090
18 C 6.33 -2.15 2.68  O7 1.413, H34 1.090, H36 1.090, H40 1.090
19 C -0.91 -6.28 7.09  C22 1.571, H27 1.090, H47 1.090, H70 1.090
20 C 3.56 3.26 -5.48  C25 1.543, H46 1.090, H69 1.090, H75 1.090
21 C 0.63 5.72 2.47  C14 1.487, H30 1.090, H37 1.090, H43 1.090
22 C -0.64 -6.93 8.49  O8 1.405, C19 1.571, H32 1.090, H35 1.090
23 C -7.56 3.13 -0.65  C26 1.513, H52 1.090, H53 1.090, H71 1.090
24 C -0.15 -1.38 -0.24  C11 1.484, H41 1.090, H58 1.090, H60 1.090
25 C 4.68 4.20 -4.98  O4 1.430, C20 1.543, H59 1.090, H62 1.090
26 C -6.16 2.70 -0.27  O3 1.399, C23 1.513, H55 1.090, H61 1.090
27 H -0.43 -5.31 7.01  C19 1.090
28 H 5.96 -2.96 -2.86  C13 1.090
29 H -5.33 4.07 -7.54  C17 1.090
30 H 1.53 5.91 3.04  C21 1.090
31 H -1.76 -7.04 -5.00  O9 0.960
32 H -1.05 -6.40 9.35  C22 1.090
33 H -2.04 -4.23 -5.15  C12 1.090
34 H 6.41 -2.11 3.76  C18 1.090
35 H 0.45 -6.96 8.62  C22 1.090
36 H 5.34 -2.55 2.49  C18 1.090
37 H 0.02 6.61 2.65  C21 1.090
38 H -5.35 2.33 -7.19  C17 1.090
39 H 1.36 6.46 0.63  C14 1.090
40 H 6.34 -1.16 2.21  C18 1.090
41 H -0.10 -0.35 -0.60  C24 1.090
42 H -4.50 4.03 -5.43  C15 1.090
43 H 0.02 4.90 2.83  C21 1.090
44 H -4.21 3.00 -8.30  C17 1.090
45 H -0.46 -2.31 1.58  C11 1.090
46 H 3.97 2.25 -5.53  C20 1.090
47 H -0.51 -6.88 6.27  C19 1.090
48 H -5.39 1.73 -1.78  O3 0.960
49 H 0.16 -0.33 2.66  O6 0.960
50 H 7.88 -2.91 -1.66  O1 0.960
51 H -3.30 -5.33 -4.54  C12 1.090
52 H -7.75 4.05 -0.10  C23 1.090
53 H -7.66 3.26 -1.72  C23 1.090
54 H -2.34 -0.40 8.34  C16 1.090
55 H -5.37 3.41 -0.54  C26 1.090
56 H -1.02 -0.54 9.48  C16 1.090
57 H -3.04 4.21 -6.37  C15 1.090
58 H -0.99 -1.87 -0.73  C24 1.090
59 H 5.52 4.28 -5.67  C25 1.090
60 H 0.80 -1.85 -0.44  C24 1.090
61 H -6.13 2.62 0.81  C26 1.090
62 H 4.27 5.21 -4.88  C25 1.090
63 H -2.74 -5.45 -6.13  C12 1.090
64 H 7.14 -3.87 2.61  O7 0.960
65 H 4.49 3.79 -3.08  O4 0.960
66 H -0.70 -8.71 7.70  O8 0.960
67 H 6.89 -1.39 -3.07  C13 1.090
68 H -1.53 -1.00 1.48  C11 1.090
69 H 3.12 3.42 -6.46  C20 1.090
70 H -1.98 -6.25 6.87  C19 1.090
71 H -8.29 2.35 -0.39  C23 1.090
72 H 0.28 0.71 8.15  O10 0.960
73 H -0.07 5.50 0.49  C14 1.090
74 H 6.99 -2.70 -4.26  C13 1.090
75 H 2.70 3.17 -4.81  C20 1.090
76 H 1.43 3.60 1.03  O5 0.960
77 H -2.81 1.92 -6.39  O2 0.960
78 H -1.67 1.04 9.23  C16 1.090

=====

The least stable of them is *2*.